Record 1
Molecular formula: C34H86BO11S
Method: DFT, the ωB97M-V functional and the def2-TZVPD basis

The geometry in XYZ format:
```
133
Properties=species:S:1:pos:R:3:forces:R:3
O 3.3674 -6.1079 5.6112 -0.078 0.025 -0.018
C 2.6338 -6.2144 4.4049 0.023 0.031 0.040
S 0.7942 -6.0660 4.8387 -0.185 -0.068 0.034
C 2.8621 -7.5745 3.6986 0.094 0.050 0.053
O 3.7226 -7.2902 2.6370 0.008 -0.065 0.010
B 3.2716 -5.9595 2.1934 -0.068 0.269 -0.178
O 3.0199 -5.2550 3.5359 -0.062 -0.013 -0.088
H 3.7035 -5.2040 5.5752 0.082 -0.025 -0.006
H 0.9443 -5.6198 6.0922 0.130 0.017 -0.044
H 1.8944 -7.9614 3.3485 0.025 -0.013 -0.036
H 3.3115 -8.2870 4.3948 -0.055 -0.022 0.015
H 2.1863 -6.0275 1.5769 0.059 -0.030 0.065
H 4.1001 -5.3382 1.5382 0.070 -0.077 0.080
C 3.4813 -0.9410 -1.4468 0.026 0.010 0.009
C 2.2287 -1.7707 -1.6791 0.009 0.019 0.002
O 2.1794 -2.9700 -0.9372 -0.021 0.002 0.007
C 2.2100 -2.8197 0.4790 -0.021 -0.013 0.076
C 1.0447 -2.0191 1.0359 0.006 0.007 -0.009
H 4.3788 -1.5253 -1.6575 -0.017 -0.013 0.004
H 3.4647 -0.0600 -2.0906 0.004 -0.003 -0.003
H 3.5423 -0.5875 -0.4166 0.003 0.022 -0.007
H 2.1824 -2.0838 -2.7241 -0.002 0.007 -0.001
H 1.3409 -1.1534 -1.4899 -0.003 -0.007 0.010
H 3.1618 -2.3791 0.7951 0.001 0.012 -0.014
H 2.1828 -3.8280 0.8861 0.040 -0.061 -0.081
H 1.0402 -0.9809 0.6940 0.018 0.009 0.019
H 1.1087 -2.0170 2.1251 -0.018 -0.018 -0.001
H 0.0963 -2.4785 0.7511 -0.001 0.006 -0.004
C -2.0675 -6.2807 1.1001 0.015 -0.007 0.014
C -1.8580 -7.7844 1.0324 0.059 0.085 0.044
O -1.8975 -8.4258 2.2948 0.007 -0.165 0.001
C -3.0999 -8.3075 3.0262 0.021 0.120 -0.017
C -4.3032 -8.9338 2.3419 -0.023 0.001 -0.017
H -1.3324 -5.8301 1.7682 -0.011 0.003 0.008
H -1.9366 -5.8500 0.1055 0.018 0.002 0.004
H -3.0689 -6.0196 1.4496 -0.009 0.003 -0.021
H -0.8571 -7.9927 0.6550 -0.011 -0.001 -0.023
H -2.5750 -8.2440 0.3394 -0.024 -0.001 0.020
H -3.3116 -7.2563 3.2546 0.004 -0.002 0.004
H -2.8973 -8.8033 3.9760 -0.014 -0.018 -0.007
H -4.5386 -8.4259 1.4060 -0.040 -0.005 0.008
H -5.1817 -8.8429 2.9833 0.001 -0.011 0.002
H -4.1288 -9.9906 2.1317 0.028 0.007 0.000
C 3.3569 4.5250 -1.6352 0.013 -0.018 -0.005
C 2.1534 3.6337 -1.8942 0.011 0.008 0.015
O 2.1817 2.4064 -1.1893 -0.007 -0.023 -0.044
C 2.2082 2.4980 0.2277 -0.003 -0.018 -0.013
C 1.0124 3.2298 0.8074 -0.024 0.019 -0.042
H 4.2839 3.9968 -1.8629 0.000 0.000 0.011
H 3.2971 5.4128 -2.2675 0.009 -0.006 -0.008
H 3.3980 4.8615 -0.5986 -0.014 0.017 -0.005
H 2.1272 3.3442 -2.9460 -0.008 0.016 -0.003
H 1.2313 4.1881 -1.6840 0.007 -0.003 0.031
H 3.1427 2.9620 0.5646 -0.003 0.014 -0.013
H 2.2243 1.4628 0.5691 0.003 0.001 0.003
H 0.9753 4.2705 0.4846 -0.029 0.015 0.054
H 1.0513 3.2144 1.8978 0.025 -0.028 -0.003
H 0.0838 2.7512 0.4916 0.000 -0.004 0.016
C -6.7630 -4.1922 0.3553 0.010 -0.001 0.015
C -6.6285 -5.7050 0.3424 0.034 0.004 0.004
O -6.7105 -6.3038 1.6239 0.022 -0.037 0.013
C -7.9143 -6.0983 2.3374 0.003 0.006 -0.003
C -9.1513 -6.6325 1.6345 0.008 -0.013 -0.003
H -6.0140 -3.7474 1.0114 -0.007 0.000 0.005
H -6.6119 -3.8041 -0.6531 0.015 0.003 0.005
H -7.7504 -3.8695 0.6889 -0.008 -0.001 -0.020
H -5.6408 -5.9847 -0.0253 -0.006 0.003 -0.018
H -7.3645 -6.1469 -0.3398 -0.018 -0.002 0.020
H -8.0469 -5.0373 2.5803 0.011 0.006 -0.022
H -7.7668 -6.6258 3.2802 -0.014 0.012 0.008
H -9.3520 -6.1055 0.7009 -0.010 0.014 0.010
H -10.0224 -6.5047 2.2794 0.002 -0.014 0.003
H -9.0373 -7.6943 1.4124 0.003 0.004 -0.009
C -1.7833 5.2969 -2.9576 0.040 0.041 -0.029
C -1.6536 4.7028 -1.5676 -0.001 -0.031 0.014
O -1.0142 5.5599 -0.6345 0.034 -0.014 -0.002
C -1.6581 6.7952 -0.3771 0.025 0.053 0.021
C -3.0605 6.6630 0.1896 0.004 -0.029 0.003
H -0.8021 5.5864 -3.3396 -0.005 0.003 -0.005
H -2.2151 4.5627 -3.6390 0.014 -0.005 -0.003
H -2.4259 6.1777 -2.9780 -0.025 -0.019 -0.001
H -1.0230 3.8136 -1.6010 -0.022 -0.013 0.003
H -2.6324 4.3847 -1.1916 -0.007 0.034 0.006
H -1.6689 7.4233 -1.2759 -0.014 -0.035 -0.025
H -1.0152 7.2924 0.3499 -0.010 0.026 -0.013
H -3.7490 6.2040 -0.5209 -0.006 0.024 -0.009
H -3.4466 7.6529 0.4372 0.007 -0.003 0.018
H -3.0514 6.0603 1.0987 -0.003 -0.005 -0.005
C -0.1071 11.3389 2.6140 -0.008 -0.008 -0.012
C -0.9017 10.5154 3.6135 -0.012 -0.001 -0.002
O -1.1396 9.1804 3.2049 -0.003 0.000 -0.004
C 0.0140 8.3848 2.9836 -0.014 -0.043 -0.032
C 0.9017 8.2149 4.2035 -0.024 0.016 0.019
H -0.5995 11.3416 1.6405 0.007 -0.008 -0.002
H -0.0318 12.3687 2.9668 -0.012 0.003 -0.010
H 0.9074 10.9605 2.4846 0.007 0.012 0.016
H -1.8960 10.9444 3.7402 0.009 0.014 0.011
H -0.4134 10.5395 4.5946 0.011 -0.022 -0.005
H 0.5966 8.7776 2.1420 0.000 0.017 0.008
H -0.3780 7.4151 2.6754 0.021 -0.006 0.001
H 1.3437 9.1581 4.5272 0.020 -0.004 -0.017
H 1.7185 7.5324 3.9653 -0.009 -0.012 0.007
H 0.3344 7.7969 5.0360 0.002 0.007 0.002
C 0.3962 7.2325 -6.3450 -0.019 0.012 0.014
C -0.6140 6.1356 -6.6344 0.021 -0.005 0.034
O -1.9648 6.5360 -6.4756 -0.005 -0.012 0.015
C -2.3995 7.5976 -7.3061 -0.012 -0.002 0.009
C -2.2951 7.3074 -8.7937 -0.004 -0.014 0.002
H 0.2546 7.6272 -5.3377 -0.002 0.006 -0.004
H 1.4063 6.8267 -6.4182 -0.001 -0.003 0.017
H 0.3216 8.0601 -7.0517 0.015 -0.013 -0.016
H -0.4825 5.3206 -5.9224 -0.010 -0.016 -0.020
H -0.4486 5.7198 -7.6346 -0.013 0.016 -0.010
H -1.8649 8.5236 -7.0639 0.021 -0.014 0.005
H -3.4434 7.7496 -7.0309 0.002 0.019 -0.009
H -1.2609 7.1834 -9.1167 0.002 0.021 -0.003
H -2.7186 8.1396 -9.3582 -0.012 -0.009 -0.002
H -2.8456 6.4009 -9.0481 0.010 -0.004 0.001
C 6.2342 -4.0332 -1.2485 0.016 -0.004 0.015
C 7.3716 -5.0320 -1.3937 0.007 0.019 0.001
O 8.2395 -5.0993 -0.2746 -0.028 -0.013 -0.026
C 7.6013 -5.4315 0.9573 -0.032 0.054 0.026
C 6.8739 -6.7598 0.9563 -0.044 0.050 0.063
H 6.6233 -3.0343 -1.0402 -0.001 -0.001 0.011
H 5.6612 -3.9962 -2.1773 0.007 0.014 -0.004
H 5.5408 -4.3099 -0.4533 -0.020 -0.010 -0.020
H 8.0188 -4.7474 -2.2258 -0.017 0.001 -0.013
H 6.9633 -6.0226 -1.6246 0.009 -0.010 0.020
H 6.9027 -4.6385 1.2435 -0.002 -0.009 0.015
H 8.4063 -5.4339 1.6935 0.017 -0.013 -0.018
H 6.0428 -6.7564 0.2515 -0.029 -0.055 0.038
H 6.4308 -6.9205 1.9403 -0.042 -0.068 -0.032
H 7.5451 -7.5881 0.7199 0.025 0.027 -0.021
```
Forces are in eV/Å.

## Properties
HOMO: -0.172 Ha
E_LUMO: 1.7 eV
Kohn-Sham gap: 6.38 eV
DFT total energy: -70685.94142 eV
total charge: -1

Atom charges from the Mulliken analysis, given in e for atoms 1 to 5: O -0.585; C 0.873; S -0.296; C -0.788; O -0.595

---

Record 2
Molecular formula: C2HClF2OS
Method: DFT, the ωB97M-V functional and the def2-TZVPD basis

The geometry in XYZ format:
```
8
Properties=species:S:1:pos:R:3:forces:R:3
C 0.7414 -1.1734 -0.8252 2.268 -4.588 -0.609
C 0.4963 0.0742 -0.1875 -1.863 3.162 -0.786
O 0.4993 -2.3302 -0.5576 -0.403 2.931 -0.176
F 1.6446 -0.9444 -1.8422 -0.831 0.115 0.426
F -0.4711 2.0044 0.7609 -0.544 -1.890 0.718
S -0.6805 0.3814 0.9176 0.510 1.923 0.454
Cl -3.0483 0.9902 2.5160 1.050 -0.216 -1.028
H 0.8183 0.9977 -0.7820 -0.187 -1.437 1.000
```
Forces are in eV/Å.

## Properties
HOMO (alpha / beta): -0.342 / -0.343 Ha
E_LUMO (alpha / beta): -4.4 / -4.4 eV
Kohn-Sham gap (alpha / beta): 4.87 / 4.89 eV
DFT total energy: -32926.30001 eV

Atom charges from the Mulliken analysis, given in e for atoms 1 to 5: C 0.578; C -0.035; O -0.404; F -0.207; F -0.134

---

Record 3
Molecular formula: C36H37IrNOP2
Method: DFT, the ωB97M-V functional and the def2-TZVPD basis

The geometry in XYZ format:
```
78
Properties=species:S:1:pos:R:3:forces:R:3
Ir 0.0000 0.0000 0.0000 -2.337 0.738 0.204
C -1.9101 0.8568 -7.6079 0.060 -0.282 0.226
C -1.9173 -0.4140 -7.1881 0.097 0.382 -0.030
C -1.0400 -1.5731 -7.5829 0.090 0.012 -0.200
C 0.2918 -1.2449 -8.2933 -0.122 -0.062 0.007
C 1.2050 -0.3733 -7.4652 -0.113 0.306 0.157
C 1.2121 0.9598 -7.3470 -0.104 -0.325 0.040
C 0.3352 1.9979 -7.9969 -0.115 0.019 -0.116
C -0.9968 1.5162 -8.6132 0.130 0.014 -0.034
C 1.4038 0.4842 1.5090 4.561 4.741 -0.183
H -2.6400 1.5232 -7.1479 0.044 -0.103 -0.068
H -2.6691 -0.6722 -6.4411 -0.029 0.042 -0.093
H -1.6202 -2.2612 -8.2178 0.116 0.126 0.134
H -0.8142 -2.1423 -6.6703 0.008 -0.008 -0.064
H 0.8028 -2.1951 -8.4889 -0.078 0.169 0.012
H 0.0950 -0.8024 -9.2715 0.073 -0.112 0.170
H 1.9348 -0.9169 -6.8649 0.023 0.038 -0.096
H 1.9634 1.3819 -6.6784 0.008 -0.037 -0.101
H 0.9155 2.5220 -8.7726 -0.100 -0.113 0.156
H 0.1096 2.7613 -7.2389 0.032 -0.085 -0.090
H -1.5079 2.3966 -9.0206 0.091 -0.165 0.063
H -0.8003 0.8621 -9.4646 -0.077 0.147 0.123
H 1.1907 1.4610 1.9537 1.431 0.434 -0.432
H 2.4252 0.5008 1.1065 0.546 -0.557 -0.362
H 1.3645 -0.2765 2.2994 3.908 -1.055 -0.480
P -1.4769 -0.5158 -1.6419 -1.778 -0.495 -3.075
P 1.5531 0.0138 -1.6557 2.767 -1.094 -3.390
C -0.5588 -0.7579 -3.2088 0.797 0.108 0.405
C 0.7635 -0.5507 -3.2089 -0.906 -0.016 0.272
C -2.4756 -2.0396 -1.5246 0.351 -0.076 0.547
C -2.8361 -2.7937 -2.6512 0.128 -0.045 -0.059
C -3.5619 -3.9729 -2.5003 0.080 0.272 0.100
C -3.9348 -4.4060 -1.2249 0.141 0.231 0.069
C -3.5821 -3.6578 -0.1017 0.028 0.114 -0.037
C -2.8535 -2.4774 -0.2495 -0.084 -0.148 -0.135
C -2.6846 0.7715 -2.1056 0.045 -0.109 0.620
C -2.2905 2.1178 -2.0951 -0.232 0.590 -0.059
C -3.2239 3.1263 -2.3246 0.463 -0.184 -0.052
C -4.5623 2.8031 -2.5554 0.169 -0.053 0.053
C -4.9630 1.4662 -2.5543 0.237 -0.470 -0.050
C -4.0312 0.4538 -2.3303 -0.553 0.154 0.055
C 3.0319 -1.0402 -1.5343 0.313 0.262 0.257
C 2.9443 -2.3266 -0.9848 0.178 -0.183 0.108
C 4.0949 -3.0894 -0.7907 -0.232 0.090 -0.091
C 5.3444 -2.5711 -1.1331 -0.216 0.103 -0.010
C 5.4399 -1.2849 -1.6684 -0.217 0.081 -0.079
C 4.2920 -0.5210 -1.8665 0.288 -0.076 0.113
C 2.2137 1.6417 -2.1667 -0.530 0.438 0.700
C 2.4207 2.5988 -1.1647 0.008 0.045 -0.185
C 2.8651 3.8779 -1.4983 0.042 -0.109 -0.011
C 3.1075 4.2067 -2.8326 -0.094 -0.238 0.134
C 2.9069 3.2546 -3.8353 -0.014 -0.165 0.249
C 2.4607 1.9765 -3.5057 -0.152 -0.144 -0.004
H -1.0948 -1.0498 -4.1116 0.066 0.200 0.141
H 1.3640 -0.6665 -4.1111 -0.053 -0.077 0.197
H -2.5601 -2.4501 -3.6448 -0.099 -0.204 0.139
H -3.8396 -4.5537 -3.3756 0.036 0.133 0.132
H -4.5040 -5.3243 -1.1101 0.106 0.148 -0.006
H -3.8773 -3.9899 0.8896 0.049 0.050 -0.163
H -2.5742 -1.8774 0.6129 -0.121 -0.155 0.058
H -1.2522 2.3738 -1.9003 -0.050 0.050 0.011
H -2.9061 4.1654 -2.3205 -0.056 -0.181 -0.004
H -5.2903 3.5898 -2.7325 0.109 -0.116 0.069
H -6.0045 1.2096 -2.7271 0.185 0.027 -0.012
H -4.3487 -0.5846 -2.3302 -0.033 0.198 0.034
H 1.9741 -2.7277 -0.7026 0.038 -0.049 -0.026
H 4.0154 -4.0878 -0.3696 0.008 0.165 -0.076
H 6.2409 -3.1652 -0.9806 -0.144 0.096 -0.004
H 6.4112 -0.8743 -1.9295 -0.162 -0.072 0.009
H 4.3709 0.4803 -2.2796 0.096 -0.179 0.093
H 2.2355 2.3191 -0.1297 0.068 0.294 -0.128
H 3.0290 4.6138 -0.7161 -0.028 -0.111 -0.132
H 3.4584 5.2016 -3.0925 -0.074 -0.159 0.053
H 3.1000 3.5090 -4.8738 -0.018 -0.082 0.162
H 2.3154 1.2335 -4.2853 0.005 0.251 0.027
O 0.0000 0.0000 4.5866 0.731 0.433 -8.519
C 0.0000 0.0000 3.3157 -3.795 -0.641 4.897
N 0.0000 0.0000 2.0000 -6.033 -3.166 7.661
```
Forces are in eV/Å.

## Properties
HOMO (alpha / beta): -0.427 / -0.480 Ha
E_LUMO (alpha / beta): -6.1 / -10.9 eV
Kohn-Sham gap (alpha / beta): 5.51 / 2.18 eV
DFT total energy: -62857.50815 eV
total charge: +2
spin multiplicity: 6

Atom charges from the Mulliken analysis, given in e for atoms 1 to 5: Ir 0.722; C -0.400; C -0.362; C -0.460; C -1.080

---

Record 4
Molecular formula: C33H26N8O4Re
Method: DFT, the ωB97M-V functional and the def2-TZVPD basis

The geometry in XYZ format:
```
72
Properties=species:S:1:pos:R:3:forces:R:3
Re -0.1455 0.2655 -0.0204 0.892 -0.044 -1.192
O 1.5166 0.7644 0.7989 0.353 0.646 0.815
C 1.9396 1.5218 1.8335 0.015 -0.331 -0.404
C 3.3081 1.6022 2.0620 0.066 0.025 0.041
C 3.7757 2.3717 3.1114 -0.003 0.001 -0.003
C 2.8958 3.0743 3.9384 0.000 -0.013 -0.019
C 1.5419 2.9992 3.7020 0.018 0.008 0.005
C 1.0473 2.2203 2.6439 -0.167 0.051 0.107
C -0.3647 2.1592 2.4142 0.031 0.047 0.035
N -0.9461 1.4836 1.4813 -0.433 0.060 0.400
N -2.3554 1.5635 1.5463 0.318 0.023 -0.079
C -2.8725 0.7897 0.6601 -0.045 -0.093 -0.219
O -2.0999 0.0795 -0.1574 -0.594 -0.003 0.275
C -4.3274 0.6541 0.4993 0.083 0.001 0.037
C -5.1860 1.5645 1.1135 -0.025 0.004 0.040
C -6.5548 1.4158 0.9750 0.003 0.007 0.003
C -7.0696 0.3594 0.2336 -0.007 0.003 0.000
C -6.2155 -0.5461 -0.3807 0.025 -0.001 0.000
C -4.8439 -0.3979 -0.2532 -0.032 0.015 -0.074
H 3.9801 1.0549 1.4135 0.004 0.011 0.016
H 4.8412 2.4307 3.2906 -0.006 0.000 0.006
H 3.2756 3.6733 4.7536 0.002 -0.001 -0.004
H 0.8421 3.5398 4.3277 0.012 -0.006 0.002
H -1.0278 2.7151 3.0700 0.013 0.010 0.007
H -4.7760 2.3801 1.6940 -0.003 -0.018 0.001
H -7.2237 2.1235 1.4457 0.004 -0.007 0.002
H -8.1406 0.2443 0.1326 0.007 0.001 -0.003
H -6.6211 -1.3646 -0.9602 0.002 0.006 -0.002
H -4.1688 -1.0879 -0.7428 -0.012 -0.006 0.018
N -1.0677 -3.3865 1.7453 0.031 0.030 0.104
C -0.7450 -2.8089 2.9542 -0.018 -0.052 -0.037
C -0.2743 -1.5641 2.6762 0.108 0.006 -0.104
N -0.2969 -1.3841 1.3116 -0.095 -0.034 0.154
C -0.7858 -2.4960 0.7810 -0.058 0.010 -0.121
C -0.9245 -2.5019 -0.6571 0.093 -0.020 0.139
N -0.5041 -1.4200 -1.3028 -0.732 -0.233 -0.075
C -0.8026 -1.6174 -2.6347 0.203 0.032 0.092
C -1.3706 -2.8400 -2.7809 0.004 -0.088 0.066
N -1.4428 -3.3887 -1.5166 -0.011 0.021 -0.154
H -1.4463 -4.3130 1.6301 -0.011 0.000 -0.003
H -0.8791 -3.3262 3.8879 0.004 -0.003 -0.016
H 0.0922 -0.8070 3.3478 -0.027 0.006 -0.006
H -0.5668 -0.8919 -3.3929 -0.045 0.020 0.012
H -1.7146 -3.3658 -3.6541 -0.003 0.002 0.017
H -1.8277 -4.2942 -1.2993 0.016 -0.006 0.003
O 6.1796 -4.1372 0.3810 -0.085 0.007 -0.017
C 6.0542 -3.4412 -0.7639 0.021 -0.059 0.042
O 6.8645 -3.5354 -1.6342 -0.004 0.030 -0.018
C 4.8511 -2.5423 -0.9012 0.030 -0.023 0.006
C 4.9661 -1.4770 -1.7875 -0.013 0.024 -0.021
C 3.9073 -0.6125 -1.9866 0.007 -0.016 -0.008
C 2.7022 -0.8277 -1.3207 -0.049 0.001 -0.024
C 2.5853 -1.8858 -0.4305 0.016 -0.003 -0.058
C 3.6552 -2.7419 -0.2241 -0.001 0.009 -0.017
N 1.5762 0.0412 -1.4998 0.036 -0.088 0.177
C 1.5236 0.8476 -2.4838 -0.062 0.149 -0.156
C 0.4545 1.8407 -2.5339 0.170 -0.180 0.052
C 0.2960 2.7138 -3.5896 0.002 0.059 -0.032
C -0.7198 3.6605 -3.5257 0.013 -0.020 0.003
C -1.5153 3.7023 -2.3952 0.021 0.007 0.011
C -1.2965 2.7892 -1.3743 0.028 0.034 -0.044
N -0.3364 1.8607 -1.4426 -0.266 0.035 0.134
H 5.5093 -3.8884 1.0281 0.058 0.013 0.000
H 5.9016 -1.3384 -2.3124 -0.002 0.005 0.005
H 4.0424 0.2291 -2.6517 0.046 0.006 0.033
H 1.6600 -2.0317 0.1031 0.075 -0.009 0.022
H 3.5303 -3.5802 0.4512 0.002 0.010 0.004
H 2.2651 0.8599 -3.2772 -0.008 -0.066 0.021
H 0.9601 2.6547 -4.4415 -0.008 0.008 0.001
H -0.8774 4.3532 -4.3412 0.011 0.008 0.015
H -2.3019 4.4351 -2.2861 -0.010 -0.012 -0.016
H -1.9049 2.8035 -0.4816 -0.005 -0.014 0.006
```
Forces are in eV/Å.

## Properties
HOMO (alpha / beta): -0.484 / -0.486 Ha
E_LUMO (alpha / beta): -6.5 / -7.1 eV
Kohn-Sham gap (alpha / beta): 6.65 / 6.18 eV
DFT total energy: -56873.26536 eV
total charge: +2
spin multiplicity: 2

Atom charges from the Mulliken analysis, given in e for atoms 1 to 5: Re 2.630; O 0.223; C 0.371; C -1.316; C -0.581